Density functional theory data (the ωB97M-V functional and the def2-TZVPD basis) for the molecule C4H8N2O at a distorted geometry.

Summary:
HOMO energy, eV: -8.05
Structure (SMILES): C/N=C(C)/C=N\O
Orbital gap, eV: 8.91
Energy relative to the best compared isomer or geometry (same formula, charge and spin), kJ/mol: 507.0

The geometry in XYZ format:
```
15
C4H8N2O | the Open Molecules 2025 dataset | the ωB97M-V functional and the def2-TZVPD basis
C 1.63 1.13 0.56
N 0.71 0.91 -0.55
C 0.13 -0.24 -0.71
C 0.30 -1.56 -0.05
C -1.10 0.38 -1.25
N -2.24 0.21 -0.59
O -2.07 0.36 0.80
H 1.09 1.28 1.50
H 2.34 0.31 0.69
H 2.25 2.01 0.36
H 0.21 -1.48 1.04
H 1.31 -1.93 -0.25
H -0.48 -2.24 -0.40
H -1.09 0.68 -2.30
H -2.97 0.20 1.13
```

These are the natural (NBO) partial charges, in e, on atoms 1 to 4: -0.462, -0.365, 0.233, -0.703


Density functional theory data (the ωB97M-V functional and the def2-TZVPD basis) for a structure of composition C14H32NO3OsP2Si at a distorted geometry.

Summary:
HOMO energy (alpha / beta), eV: -17.85 / -17.85
2S+1: 5
Total charge: +3
Orbital gap (alpha / beta), eV: 6.42 / 3.78

The geometry in XYZ format:
```
54
C14H32NO3OsP2Si | the Open Molecules 2025 dataset | the ωB97M-V functional and the def2-TZVPD basis
Os -0.30 -0.69 0.33
P 1.74 -1.44 0.47
C 2.00 -2.17 -1.17
C 0.90 -2.18 -2.04
N -0.29 -1.65 -1.55
C -1.45 -1.80 -2.22
C -1.49 -2.52 -3.42
C -0.29 -2.92 -4.01
C 0.90 -2.72 -3.35
C -2.66 -1.12 -1.64
P -2.11 0.29 -0.56
H 1.86 -3.01 -3.77
H -2.46 -2.69 -3.86
H -0.32 -3.41 -4.98
H -3.32 -0.72 -2.42
H -3.26 -1.81 -1.02
H 3.68 1.88 -3.75
H 2.95 -2.58 -1.53
H -0.24 4.76 -1.18
O 2.83 2.12 -4.11
H 2.79 3.09 -4.09
H -0.17 1.02 0.87
O 0.13 5.63 -1.04
H 0.91 5.34 -0.51
C -1.98 1.64 -1.79
H -2.85 1.61 -2.45
H -1.95 2.60 -1.27
H -1.06 1.51 -2.38
C -3.62 0.74 0.37
H -3.40 1.63 0.96
H -4.44 0.95 -0.33
H -3.90 -0.08 1.03
C 2.22 -2.81 1.61
H 3.08 -3.34 1.18
H 2.46 -2.44 2.62
H 1.36 -3.50 1.67
C 3.11 -0.23 0.64
H 3.15 0.16 1.66
H 4.06 -0.70 0.37
H 2.89 0.59 -0.05
C 1.51 0.29 3.87
Si 0.02 0.84 2.94
C -1.30 -0.48 2.76
C -0.64 2.45 3.64
O 0.58 1.40 1.48
H 1.23 0.24 4.92
H 2.31 1.02 3.78
H 1.90 -0.69 3.58
H -1.16 -1.04 3.69
H -2.31 -0.05 2.76
H -1.32 -1.31 1.99
H 0.14 3.21 3.54
H -1.52 2.80 3.09
H -0.90 2.33 4.70
```

These are the Mulliken partial charges, in e, on atoms 1 to 4: 0.446, 0.664, -0.993, 0.825


Density functional theory data (the ωB97M-V functional and the def2-TZVPD basis) for a structure of composition C32H25AuGeNO2S5.

Summary:
HOMO energy (alpha / beta), eV: -4.32 / -4.32
Total charge: -1
Orbital gap (alpha / beta), eV: 5.72 / 5.72
Energy relative to the best compared isomer or geometry (same formula, charge and spin), kJ/mol: 95.7

The geometry in XYZ format:
```
67
C32H25AuGeNO2S5 | the Open Molecules 2025 dataset | the ωB97M-V functional and the def2-TZVPD basis
Au -1.01 -2.14 1.05
S -6.89 -5.33 3.69
C -5.38 -4.89 3.19
S -4.67 -5.40 1.71
C -3.20 -4.44 1.75
C -3.11 -3.63 2.84
S -1.80 -2.54 3.16
S -4.45 -3.67 3.97
S -2.13 -4.54 0.42
O 0.08 -1.52 -0.69
C 1.21 -2.12 -0.50
O 1.39 -2.91 0.43
C 2.31 -1.80 -1.49
C 2.16 -0.42 -2.14
Ge 2.35 1.11 -0.93
C 4.25 1.57 -0.73
C 5.22 1.13 -1.62
C 6.56 1.49 -1.47
C 6.93 2.30 -0.41
C 5.98 2.75 0.49
C 4.65 2.39 0.33
C 1.40 2.61 -1.73
C 0.06 2.45 -2.09
C -0.66 3.50 -2.65
C -0.05 4.72 -2.86
C 1.28 4.90 -2.51
C 2.00 3.85 -1.95
C 1.67 0.85 0.88
C 0.60 1.60 1.36
C 0.12 1.41 2.65
C 0.70 0.46 3.48
C 1.77 -0.29 3.01
C 2.26 -0.08 1.73
H 2.29 -2.59 -2.24
H 3.26 -1.90 -0.96
H 1.18 -0.35 -2.60
H 2.90 -0.30 -2.94
H 4.95 0.49 -2.46
H 7.30 1.13 -2.17
H 7.97 2.59 -0.28
H 6.27 3.38 1.32
H 3.91 2.72 1.05
H -0.43 1.49 -1.93
H -1.70 3.35 -2.91
H -0.61 5.54 -3.29
H 1.76 5.86 -2.68
H 3.04 4.00 -1.68
H 0.13 2.34 0.73
H -0.72 2.00 3.01
H 0.31 0.29 4.47
H 2.22 -1.05 3.64
H 3.10 -0.68 1.39
C -2.27 -0.52 0.92
C -3.54 -1.03 0.35
C -3.68 -1.20 -1.03
C -4.84 -1.72 -1.56
C -5.89 -2.08 -0.72
C -5.77 -1.91 0.66
C -4.61 -1.38 1.18
C -7.10 -2.62 -1.28
N -8.07 -3.04 -1.73
H -2.38 -0.04 1.88
H -1.70 0.10 0.23
H -2.84 -0.96 -1.68
H -4.94 -1.87 -2.63
H -6.58 -2.20 1.31
H -4.51 -1.25 2.25
```

These are the natural (NBO) partial charges, in e, on atoms 1 to 4: 1.066, -0.148, -0.572, 0.481


Density functional theory data (the ωB97M-V functional and the def2-TZVPD basis) for a structure of composition C42H57AuBN2O3SSeSi at a distorted geometry.

Summary:
HOMO energy, eV: -9.93
Total charge: +1
Orbital gap, eV: 5.59
Energy relative to the best compared isomer or geometry (same formula, charge and spin), kJ/mol: 150.9

The geometry in XYZ format:
```
109
C42H57AuBN2O3SSeSi | the Open Molecules 2025 dataset | the ωB97M-V functional and the def2-TZVPD basis
Au 0.02 0.51 0.08
C -2.06 0.45 -2.84
Si -0.54 1.32 -2.27
C 0.89 0.85 -3.38
C 2.22 1.55 -3.03
C 1.11 -0.68 -3.27
C 0.49 1.20 -4.83
C -0.93 3.14 -2.01
C 0.20 3.89 -1.28
C -1.18 3.81 -3.38
C -2.21 3.26 -1.17
H -2.43 0.94 -3.76
H -2.85 0.49 -2.08
H -1.86 -0.60 -3.07
H 2.51 1.41 -1.99
H 2.17 2.63 -3.22
H 3.02 1.15 -3.66
H 1.24 -1.01 -2.23
H 2.02 -0.95 -3.83
H 0.28 -1.25 -3.69
H 0.36 2.27 -4.99
H -0.43 0.69 -5.14
H 1.30 0.86 -5.49
H 1.13 3.91 -1.86
H 0.43 3.45 -0.30
H -0.10 4.93 -1.11
H -0.28 3.83 -4.01
H -1.48 4.85 -3.22
H -1.98 3.32 -3.95
H -2.11 2.79 -0.19
H -3.08 2.81 -1.67
H -2.44 4.32 -1.01
C 3.41 1.41 4.59
C 3.63 -0.09 4.80
C 2.33 -0.85 5.01
C 1.48 -0.98 3.75
N 2.20 -1.71 2.69
C 2.64 -1.23 1.51
Se 2.54 0.55 0.89
N 3.21 -2.26 0.85
C 3.74 -2.24 -0.53
C 5.24 -2.50 -0.59
C 6.12 -1.36 -0.06
C 6.11 -1.18 1.47
C 3.06 -3.44 1.58
C 3.40 -4.75 1.29
C 3.08 -5.70 2.24
C 2.43 -5.35 3.43
C 2.08 -4.03 3.70
C 2.42 -3.09 2.74
H 4.36 1.94 4.50
H 2.87 1.85 5.44
H 2.84 1.62 3.68
H 4.26 -0.24 5.68
H 4.18 -0.52 3.96
H 1.71 -0.34 5.75
H 2.54 -1.85 5.40
H 1.22 0.00 3.35
H 0.56 -1.52 3.94
H 3.51 -1.27 -0.95
H 3.18 -2.99 -1.09
H 5.47 -2.67 -1.64
H 5.49 -3.42 -0.06
H 5.81 -0.42 -0.54
H 7.14 -1.55 -0.38
H 5.20 -0.70 1.83
H 6.95 -0.56 1.79
H 6.20 -2.15 1.98
H 3.89 -5.02 0.36
H 3.33 -6.74 2.06
H 2.19 -6.12 4.16
H 1.57 -3.76 4.62
O -1.81 0.36 2.47
B -0.93 1.15 1.78
O -0.92 2.47 2.15
C -1.94 2.53 3.12
C -2.39 3.63 3.79
C -3.44 3.42 4.68
C -3.98 2.15 4.88
C -3.49 1.04 4.18
C -2.46 1.28 3.31
H -1.96 4.62 3.63
H -3.85 4.26 5.23
H -4.80 2.02 5.57
H -3.90 0.04 4.32
O 0.24 -2.27 0.57
S -0.66 -2.68 -0.57
C -0.47 -4.43 -0.70
C -0.53 -5.01 -1.96
C -0.44 -6.40 -2.06
C -0.28 -7.17 -0.92
C -0.18 -6.56 0.34
C -0.28 -5.18 0.45
C -2.33 -2.54 0.03
C -2.57 -2.63 1.39
C -3.87 -2.48 1.85
C -4.91 -2.23 0.96
C -4.65 -2.13 -0.41
C -3.35 -2.29 -0.88
H -0.65 -4.40 -2.85
H -0.49 -6.88 -3.04
H -0.22 -8.25 -0.99
H -0.04 -7.17 1.22
H -0.18 -4.70 1.42
H -1.74 -2.78 2.08
H -4.07 -2.56 2.92
H -5.92 -2.10 1.33
H -5.46 -1.93 -1.10
H -3.14 -2.22 -1.94
```

These are the Mulliken partial charges, in e, on atoms 1 to 4: 2.968, -1.124, -0.209, 2.171


Density functional theory data (the ωB97M-V functional and the def2-TZVPD basis) for the molecule C4H8FNO2 at a distorted geometry.

Summary:
HOMO energy, eV: -10.29
Structure (SMILES): C[C@@H](F)CONC=O
Orbital gap, eV: 11.10
Energy relative to the best compared isomer or geometry (same formula, charge and spin), kJ/mol: 186.9

The geometry in XYZ format:
```
16
C4H8FNO2 | the Open Molecules 2025 dataset | the ωB97M-V functional and the def2-TZVPD basis
C 1.42 0.37 -1.39
C 0.56 1.43 -0.72
F -0.30 2.02 -1.66
C -0.34 0.84 0.40
O -0.95 -0.31 -0.16
N -1.52 -0.97 0.96
C -0.77 -2.03 1.46
O 0.44 -2.13 1.28
H 0.79 -0.44 -1.80
H 1.97 0.84 -2.21
H 2.14 -0.04 -0.69
H 1.22 2.24 -0.35
H 0.28 0.49 1.22
H -1.10 1.53 0.79
H -2.49 -1.18 0.75
H -1.36 -2.68 2.12
```

These are the natural (NBO) partial charges, in e, on atoms 1 to 4: -0.647, 0.192, -0.375, -0.099


Density functional theory data (the ωB97M-V functional and the def2-TZVPD basis) for a structure of composition F5LiSr4 at a distorted geometry.

Summary:
HOMO energy, eV: -17.20
Total charge: +4
Orbital gap, eV: 3.15
Energy relative to the best compared isomer or geometry (same formula, charge and spin), kJ/mol: 237.2

The geometry in XYZ format:
```
10
F5LiSr4 | the Open Molecules 2025 dataset | the ωB97M-V functional and the def2-TZVPD basis
Sr -4.09 -0.79 -0.98
Sr -0.34 3.81 -1.87
Sr 0.60 -2.80 2.59
Sr 2.57 -1.40 -3.19
Li 2.45 2.27 2.60
F 3.68 1.77 -1.51
F -3.19 -2.22 2.26
F 0.02 -0.16 -0.11
F -0.16 0.49 4.31
F -1.55 -0.97 -4.11
```

These are the natural (NBO) partial charges, in e, on atoms 1 to 4: 1.942, 1.971, 1.932, 1.959


- What is the formula in the fifth record?
  C4H8FNO2